Record 1
A gas-phase ion, C3H6NO2 (charge -1) at a distorted geometry, computed with ωB97M-V/def2-TZVPD.

Each line ends with the Mulliken charge.
Element x y z (Å)
O 1.6009 1.6265 1.9330  -0.51
C 0.7394 1.3173 1.1431  -0.03
C 0.3544 -0.0822 0.7833  -0.30
N 0.5313 -0.3881 -0.6334  -0.58
C -0.8379 -0.5407 -1.3069  -0.49
O -1.7033 -1.2977 -0.6433  -0.85
H 0.1255 2.1055 0.6669  0.29
H 0.8285 -0.7849 1.4101  0.36
H -0.7153 -0.1509 1.0722  0.27
H 0.8586 -1.3468 -0.6642  0.30
H -1.2096 0.4999 -1.4671  0.21
H -0.5725 -0.9578 -2.2937  0.33

Calculated values
Maximum force, eV/A: 1.438
Gap between HOMO and LUMO, Eh: 0.2513
Energy above the lowest of the compared OMol25 structures with the same formula, charge and spin, kJ/mol: 250.5
SMILES: O=CCNC[O-]
Net charge: -1

Record 2
A molecular structure, C18H28AsN6SeSi2Zr at a distorted geometry, computed with ωB97M-V/def2-TZVPD.

Each line ends with the Mulliken charge.
Element x y z (Å)
Zr 0.8202 0.6177 -0.1739  0.72
N 4.9562 0.0939 0.3806  -0.08
C 5.2199 0.5722 -0.8793  -0.60
C 4.0826 0.9015 -1.4719  -0.32
N 3.0284 0.7040 -0.5409  0.11
C 3.5977 0.1387 0.5321  -0.05
C 2.8668 -0.2391 1.7127  0.25
N 1.5198 -0.0719 1.8667  0.12
C 1.2646 -0.4594 3.2094  -0.55
C 2.4109 -0.9981 3.7172  -0.41
N 3.4090 -0.8624 2.7990  -0.12
H 5.5859 -0.3802 1.0052  0.23
H 6.2335 0.7625 -1.2442  0.42
H 3.8006 1.3157 -2.4415  0.48
H 0.3086 -0.5345 3.6664  0.52
H 2.5117 -1.4461 4.7039  0.44
H 4.3968 -0.9290 3.1016  0.30
C -4.5029 -2.0266 -0.2599  -1.01
Si -3.1415 -0.8222 0.3864  0.57
C -4.0092 0.8504 0.3590  -0.90
C -2.3290 -1.2646 2.0617  -0.76
As -1.4482 -0.5361 -1.3732  0.04
Si 0.0215 -2.6798 -1.1158  0.52
C 1.3749 -2.7110 -2.4789  -1.13
C 0.6731 -3.2341 0.4817  -0.76
C -1.2919 -4.0124 -1.4454  -1.02
H -5.5170 -1.6452 0.1643  0.38
H -4.3249 -3.0898 0.0413  0.35
H -4.5644 -1.7878 -1.4042  0.34
H -4.6708 0.8222 1.3084  0.35
H -4.5065 1.1671 -0.6569  0.31
H -3.2446 1.5745 0.6652  0.19
H -2.8421 -1.9248 2.7405  0.53
H -2.3518 -0.3226 2.5931  0.39
H -1.2751 -1.4785 2.0725  -0.19
H 1.0643 -2.3343 -3.4729  0.39
H 1.5913 -3.7548 -2.5967  0.40
H 2.3951 -2.3078 -2.2713  0.31
H 1.2054 -4.2302 0.3589  0.41
H -0.2316 -3.4060 1.1987  0.27
H 1.4322 -2.6548 0.9791  0.18
H -1.0205 -4.9024 -0.8156  0.36
H -1.1219 -4.3028 -2.4929  0.37
H -2.3718 -3.7913 -1.2953  0.26
Se 0.4466 1.0721 -2.8029  -0.02
N 0.5188 2.4871 0.0915  -0.48
C -0.3318 3.3367 -0.3531  0.87
C -0.8109 4.3511 0.5183  -0.73
C -1.4010 5.5181 0.0656  -0.47
C -1.4974 5.7505 -1.3361  -0.40
C -1.2536 4.7466 -2.2961  -0.49
C -0.5779 3.5399 -1.8516  0.95
N -0.2934 2.7642 -2.8916  -0.58
H -0.4599 4.2626 1.5449  0.44
H -1.8655 6.2415 0.6887  0.50
H -1.7295 6.7913 -1.7449  0.39
H -1.7499 4.7584 -3.3077  0.40

Calculated values
Maximum force, eV/A: 3.170
Gap between HOMO and LUMO (spin up / spin down), Eh: 0.1916 / 0.1897
Net charge: +3

Record 3
A single C23H26N2O8S molecule at a distorted geometry, computed with ωB97M-V/def2-TZVPD.

Each line ends with the Mulliken charge.
Element x y z (Å)
C -8.7823 -2.5244 -0.3224  -0.98
O -7.5111 -2.1447 0.1436  -0.41
C -6.9371 -1.0010 -0.3508  1.29
C -7.5651 -0.1910 -1.2853  -0.51
C -6.9604 0.9640 -1.7604  -1.07
C -5.7149 1.3222 -1.3077  -0.73
C -5.0448 0.5321 -0.3680  0.60
C -3.7391 0.8868 0.1373  0.09
C -2.9330 1.8556 -0.3303  -0.76
C -1.6264 2.1452 0.2381  0.56
O -0.8684 2.9918 -0.2052  -0.77
O -1.3174 1.3904 1.3059  -0.26
C -0.1200 1.6795 2.0141  -0.91
C 1.1315 1.0171 1.4128  0.75
O 1.7974 0.2260 2.0396  -0.60
N 1.3973 1.4609 0.1593  0.06
C 2.4481 1.0712 -0.6680  0.21
C 2.7730 1.8891 -1.7521  -0.66
C 3.8179 1.5579 -2.5943  -0.74
C 4.5629 0.4108 -2.3633  -0.41
C 4.2238 -0.3984 -1.2975  -0.05
S 5.1918 -1.8755 -0.9625  1.20
O 4.3218 -2.8792 -0.4290  -0.70
O 5.9658 -2.1671 -2.1341  -0.74
N 6.2745 -1.4905 0.2325  0.06
C 5.8194 -1.3794 1.5995  -0.79
C 5.6048 0.0836 2.0034  -0.25
O 6.7471 0.8672 1.7183  -0.46
C 7.0725 0.8241 0.3469  -0.25
C 7.3701 -0.6117 -0.0983  -0.76
C 3.1743 -0.0984 -0.4547  -0.37
C -5.6565 -0.6454 0.1234  0.10
O -4.9141 -1.3336 1.0225  -0.40
C -5.3365 -2.5489 1.6018  -0.82
H -9.0154 -3.4499 0.2022  0.25
H -9.5421 -1.7736 -0.0831  0.37
H -8.7785 -2.7126 -1.4006  0.37
H -8.5430 -0.4532 -1.6543  0.40
H -7.4791 1.5740 -2.4832  0.37
H -5.2505 2.2255 -1.6659  0.29
H -3.3875 0.2920 0.9678  0.63
H -3.1864 2.4788 -1.1741  0.32
H -0.2683 1.2848 3.0207  0.30
H 0.0365 2.7652 2.0498  0.37
H 0.8005 2.2126 -0.1936  0.30
H 2.1942 2.7841 -1.9281  0.45
H 4.0557 2.1973 -3.4306  0.41
H 5.3831 0.1224 -3.0002  0.52
H 4.8975 -1.9524 1.6852  0.41
H 6.5841 -1.8258 2.2459  0.32
H 5.4465 0.1620 3.0796  0.39
H 4.7311 0.4986 1.4818  0.23
H 7.9538 1.4565 0.2261  0.36
H 6.2423 1.2375 -0.2480  0.16
H 7.5257 -0.6762 -1.1744  0.40
H 8.2665 -0.9713 0.4200  0.34
H 2.9230 -0.7741 0.3451  0.66
H -6.2446 -2.4227 2.1935  0.30
H -4.5148 -2.8441 2.2546  0.28
H -5.4971 -3.3220 0.8488  0.28

Calculated values
Maximum force, eV/A: 1.075
Gap between HOMO and LUMO, Eh: 0.2989
Energy above the lowest of the compared OMol25 structures with the same formula, charge and spin, kJ/mol: 206.3
SMILES: COc1cccc(/C=C/C(=O)OCC(=O)Nc2cccc(S(=O)(=O)N3CCOCC3)c2)c1OC